[1]
This record from OMol25 describes a molecular structure, C31H36FMoN5O4S4. The level of theory is the ωB97M-V functional and the def2-TZVPD basis.

The geometry in ORCA input format:
```
! RIJCOSX wB97M-V def2-TZVPD def2/J DEFGRID3
* xyz 4 1
Mo 2.151 1.434 -1.083
S 5.525 1.385 -0.713
S 5.670 2.689 -2.260
S 2.659 2.380 -3.161
S 4.540 1.713 -3.656
F -4.416 0.435 0.028
O 3.869 1.417 -0.548
O 0.293 1.238 -1.552
O 1.666 3.009 -0.149
O 4.407 -1.338 -0.045
N -7.407 -3.578 0.121
N 2.149 -0.490 -2.186
N 1.085 -4.339 -3.369
N -4.763 -2.290 -0.086
N 0.010 -2.598 -0.512
C 2.775 6.081 1.513
C -1.122 -0.558 -1.125
C -0.241 -4.093 1.470
C -6.213 -3.962 0.972
C 2.029 -0.699 -0.732
C -1.139 -1.954 -0.741
C 3.180 4.348 3.706
C 1.223 -3.050 -2.959
C 2.547 7.034 0.375
C 2.633 3.803 2.584
C 2.231 2.357 2.601
C -3.540 -1.756 -0.331
C -4.903 -3.708 0.242
C 4.138 6.262 5.020
C 3.132 -1.638 -2.211
C -0.027 -4.006 -0.033
C 2.175 -2.797 -1.823
C 3.510 -1.230 -0.797
C 1.414 -2.144 -0.559
C 3.554 5.711 3.774
C -3.373 -0.310 -0.349
C -6.025 -1.590 -0.403
C -2.225 0.272 -0.701
C 0.564 -1.983 -3.436
C -2.397 -2.538 -0.468
C 3.331 6.549 2.671
C -7.039 -2.580 -0.948
C 0.825 -0.634 -2.869
C 2.439 4.662 1.427
C 1.974 4.242 0.215
C -0.090 -0.017 -1.817
H 2.735 -3.687 -1.542
H -8.131 -3.180 0.724
H 1.825 -4.997 -3.183
H 1.208 2.223 2.251
H -1.181 -3.633 1.773
H -6.303 -5.013 1.234
H -6.422 -1.066 0.470
H -6.266 -3.371 1.884
H 0.921 -4.466 -0.305
H -0.095 -2.041 -4.291
H 2.808 8.044 0.679
H -2.472 -3.602 -0.333
H -0.779 -4.549 -0.600
H -7.945 -2.070 -1.266
H 4.878 7.032 4.806
H 1.827 4.967 -0.581
H -2.163 1.350 -0.770
H 1.503 7.047 0.059
H -5.860 -0.848 -1.178
H -4.812 -4.348 -0.642
H -6.642 -3.139 -1.793
H -7.831 -4.405 -0.307
H 4.570 5.490 5.652
H 3.602 7.594 2.746
H 3.331 3.730 4.582
H 0.577 -4.521 -4.222
H 0.791 0.099 -3.683
H 3.167 6.786 -0.489
H 3.338 6.750 5.591
H 3.803 -1.769 -3.055
H 2.898 1.754 1.978
H -4.116 -3.993 0.941
H 0.566 -3.602 2.016
H 2.301 1.969 3.615
H 1.844 -2.535 0.364
H -0.251 -5.139 1.775
*
```

- maximum force (eV Å⁻¹) = 0.2
- HOMO level (eV) = -17.77

Atom charges from the Löwdin analysis, given in e for atoms 1 to 8: number 1, Mo, carries 1.667; number 2, S, carries 0.655; number 3, S, carries 0.245; number 4, S, carries 0.273; number 5, S, carries 0.149; number 6, F, carries 0.109; number 7, O, carries -0.899; number 8, O, carries -0.220

[2]
This record from OMol25 describes a molecular structure, C31H36N2O2P2S2Ta at a distorted geometry. The level of theory is the ωB97M-V functional and the def2-TZVPD basis.

The geometry in ORCA input format:
```
! RIJCOSX wB97M-V def2-TZVPD def2/J DEFGRID3
* xyz 1 1
Ta 0.309 0.897 -0.603
S 1.963 1.601 -2.390
S -0.334 3.118 0.255
P 1.429 -1.673 -1.224
P 2.831 0.335 0.773
O 0.106 -0.271 3.247
O 0.081 0.426 1.147
N -0.475 2.333 -2.531
N -2.874 -1.659 1.239
C 2.456 -3.080 3.037
C 3.053 1.296 2.331
C -1.638 -2.396 1.127
C -0.725 2.165 4.212
C -4.003 -2.555 1.114
C -2.939 -0.440 0.447
C 0.587 -3.107 -2.000
C -1.448 3.960 -3.958
C -3.618 -1.125 -1.847
C -1.531 3.026 -2.945
C -0.985 4.329 2.533
C 0.712 2.548 -3.110
C 0.886 3.454 -4.155
C 1.957 -3.991 2.123
C -0.216 4.172 -4.574
C -1.387 -0.241 -1.587
C -0.602 3.097 1.993
C -1.098 3.384 4.730
C -3.415 -1.329 -3.198
C 1.983 -2.296 0.405
C 2.913 -1.626 -2.313
C 2.740 -1.785 2.638
C -0.471 1.992 2.845
C 4.612 0.251 0.299
C -1.228 4.477 3.882
C -2.620 -0.591 -1.030
C 2.516 -1.381 1.329
C -0.081 0.616 2.444
C -1.189 -0.493 -2.945
C -2.180 -1.029 -3.749
C 1.715 -3.596 0.818
H -1.524 5.439 4.275
H -0.621 1.295 4.840
H -0.117 4.899 -5.364
H 1.861 3.588 -4.595
H -2.259 0.284 0.911
H -4.213 -1.715 -3.814
H -1.292 3.486 5.786
H 1.725 -5.000 2.429
H -4.579 -1.358 -1.413
H -1.599 -3.122 1.937
H -3.956 -0.050 0.548
H 1.284 -3.941 -2.083
H -3.936 -3.292 1.913
H 2.616 -3.372 4.062
H 3.963 0.955 2.824
H -4.019 -3.096 0.158
H 1.288 -4.311 0.135
H 3.486 -2.547 -2.201
H -1.562 -2.940 0.172
H -2.458 2.813 -2.430
H 4.924 1.239 -0.034
H -2.320 4.518 -4.258
H 4.782 -0.465 -0.497
H 3.173 2.350 2.080
H 3.109 -1.085 3.370
H 5.203 -0.042 1.165
H -4.930 -1.999 1.231
H -1.996 -1.196 -4.802
H 0.258 -2.822 -2.998
H -0.284 -3.403 -1.424
H -1.087 5.168 1.863
H 2.557 -1.529 -3.338
H -0.235 -0.249 -3.404
H 3.540 -0.764 -2.097
H -0.782 -1.733 1.232
H 2.209 1.184 3.005
*
```

- maximum force (eV Å⁻¹) = 3.7
- HOMO level (eV) = -10.45

Atom charges from the Löwdin analysis, given in e for atoms 1 to 8: number 1, Ta, carries 1.283; number 2, S, carries 0.588; number 3, S, carries 0.704; number 4, P, carries 0.859; number 5, P, carries 0.890; number 6, O, carries 0.125; number 7, O, carries -0.377; number 8, N, carries -0.145

[3]
This record from OMol25 describes 2 unconnected molecules or ions with the total composition C31H36N2O4S at a distorted geometry. The level of theory is the ωB97M-V functional and the def2-TZVPD basis.

The geometry in ORCA input format:
```
! RIJCOSX wB97M-V def2-TZVPD def2/J DEFGRID3
* xyz 0 1
S 0.710 3.607 5.882
O 1.216 4.232 7.084
O -0.452 2.741 5.952
O 5.319 -1.532 1.061
O 0.781 2.259 1.652
N -4.652 -2.322 0.479
N -3.083 -0.659 1.663
C 4.096 1.738 4.741
C -0.274 1.674 1.385
C 2.530 -0.872 3.280
C 2.953 -1.227 0.530
C 1.714 -0.806 0.991
C -0.842 7.159 3.414
C -2.224 0.377 2.465
C -4.676 -2.574 1.946
C 1.467 -0.606 2.375
C 4.027 -1.357 1.442
C -4.210 0.071 0.899
C 3.779 -1.228 2.831
C -0.769 4.783 3.871
C -3.256 -2.482 -0.018
C -2.305 -1.522 0.669
C -1.179 2.172 0.288
C 2.937 1.611 6.894
C 5.001 0.384 6.525
C 5.087 0.898 5.221
C 0.178 5.007 4.869
C 5.593 -1.662 -0.352
C 0.660 6.298 5.114
C 1.931 2.837 4.960
C 0.154 7.372 4.375
C -1.284 5.858 3.144
C -3.768 -1.609 2.669
C -0.763 0.494 2.172
C 3.921 0.747 7.349
C 2.968 2.097 5.547
C -5.117 -0.932 0.224
C 0.180 -0.217 2.888
H -2.956 -2.133 3.186
H 5.778 -0.284 6.893
H -1.826 -0.846 -0.050
H -2.969 -3.523 0.184
H 5.159 -2.586 -0.756
H -2.037 5.668 2.378
H -5.713 -2.454 2.283
H -3.726 0.726 0.166
H -4.750 0.670 1.643
H 4.613 -1.390 3.514
H 5.927 0.635 4.575
H 3.126 -1.419 -0.532
H 2.111 1.897 7.549
H -0.583 2.770 -0.409
H -1.099 3.766 3.662
H -5.129 -0.780 -0.864
H -4.329 -0.972 3.364
H 0.918 -0.633 0.261
H 1.420 6.460 5.876
H -1.972 2.815 0.703
H -0.112 -0.625 3.861
H 6.677 -1.700 -0.408
H 4.121 2.134 3.723
H -1.632 1.348 -0.285
H 5.221 -0.794 -0.911
H -1.277 8.002 2.877
H -2.732 1.345 2.347
H -6.139 -0.849 0.617
H 1.870 3.020 3.891
H 3.859 0.350 8.364
H -1.533 -2.050 1.242
H -2.372 0.105 3.526
H 2.341 -0.745 4.348
H -3.275 -2.309 -1.102
H -4.355 -3.610 2.108
H 0.536 8.379 4.559
*
```

- maximum force (eV Å⁻¹) = 2.3
- HOMO level (eV) = -4.52

Atom charges from the Löwdin analysis, given in e for atoms 1 to 8: number 1, S, carries 0.626; number 2, O, carries -0.345; number 3, O, carries -0.373; number 4, O, carries -0.074; number 5, O, carries 0.084; number 6, N, carries -0.138; number 7, N, carries -0.169; number 8, C, carries -0.088

Gap between HOMO and LUMO per entry: 5.53; 6.78; 3.65 eV
LUMO level per entry: -12.239; -3.669; -0.862 eV
Relative energy (zero: lowest compared OMol25 entry of this formula, charge and spin) per entry: 160.9; 25.5; 76.8 kcal per mole